{"formula": "C2HClN3S2", "method": "ωB97M-V/def2-TZVPD", "energy_ha": -1497.60375, "total_charge": -1, "e_lumo_ha": 0.086, "homo_lumo_gap_ev": 6.12, "spin_multiplicity": 1, "elements": ["C", "C", "N", "N", "N", "S", "S", "Cl", "H"], "positions_angstrom": [[2.952963, 0.013098, -1.492140], [0.722813, 0.808930, -0.929820], [1.998100, 0.779369, -1.174924], [0.259866, -0.005947, 0.105181], [1.061315, -0.955586, 0.595457], [0.629611, -1.990111, 1.731823], [-0.343782, 1.697290, -1.797956], [4.447630, 0.667382, -0.770886], [-0.677316, 0.055768, 0.566313]], "forces_ev_per_a": [[-0.8, -0.2, -0.3], [1.3, 0.1, -0.9], [-0.4, -0.5, 0.7], [0.3, -2.9, 2.9], [-0.3, 1.2, -0.9], [-0.5, 0.6, -0.2], [-1.5, 0.9, -0.4], [1.2, 0.4, 0.3], [0.8, 0.4, -1.0]]}

{"formula": "C3H6N4O", "method": "ωB97M-V/def2-TZVPD", "energy_ha": -412.04841, "de_lowest_kcal_mol": 100.7, "e_lumo_ha": [-0.009, -0.009], "smiles": "C=C=NC(N)(N)N=O", "homo_lumo_gap_ev": [8.34, 8.34], "spin_multiplicity": 1, "elements": ["C", "C", "N", "C", "N", "N", "N", "O", "H", "H", "H", "H", "H", "H"], "positions_angstrom": [[1.744661, 1.700548, 1.050750], [0.963716, 1.175184, 0.150688], [0.218674, 0.707157, -0.681987], [-0.518758, -0.563241, -0.499268], [-1.735530, -0.384887, 0.203578], [-0.747760, -1.128758, -1.777669], [0.522367, -1.319804, 0.321711], [0.668484, -0.928020, 1.468192], [1.357798, 2.365031, 1.803083], [2.807037, 1.537508, 1.024754], [-2.381303, 0.203456, -0.306074], [-1.573695, -0.013691, 1.133170], [-1.439709, -1.863842, -1.722151], [0.114017, -1.486640, -2.168777]], "forces_ev_per_a": [[0.3, 0.3, 0.0], [-0.1, 0.4, -0.1], [0.3, 0.5, -0.5], [0.1, 0.5, 0.6], [-0.1, -0.3, 0.2], [0.0, -0.2, 0.3], [0.4, -0.2, 1.4], [-1.0, -0.8, -1.8], [-0.2, 0.0, 0.1], [0.2, -0.1, -0.1], [0.1, 0.0, 0.0], [0.0, 0.0, -0.1], [0.1, -0.1, 0.1], [0.0, 0.0, -0.1]]}

{"formula": "C46H63N4NaO5SSe", "method": "ωB97M-V/def2-TZVPD", "energy_ha": -5347.98032, "de_lowest_kcal_mol": 0.3, "total_charge": -2, "e_lumo_ha": 0.138, "homo_lumo_gap_ev": 5.34, "spin_multiplicity": 1, "elements": ["Na", "C", "C", "C", "C", "C", "C", "C", "Se", "C", "C", "C", "C", "C", "C", "O", "C", "C", "C", "C", "C", "C", "C", "C", "C", "O", "C", "C", "C", "C", "C", "C", "H", "H", "H", "H", "H", "H", "H", "H", "H", "H", "H", "H", "H", "H", "H", "H", "H", "H", "H", "H", "H", "H", "H", "H", "H", "H", "H", "H", "H", "H", "H", "H", "H", "H", "H", "H", "H", "H", "H", "H", "N", "C", "C", "N", "H", "H", "H", "H", "H", "H", "H", "H", "C", "C", "C", "C", "C", "C", "C", "S", "O", "O", "N", "C", "C", "C", "C", "C", "C", "C", "C", "N", "C", "H", "H", "H", "H", "H", "H", "H", "H", "H", "H", "H", "H", "H", "O", "H", "H"], "positions_angstrom": [[0.113365, 0.974751, -0.678242], [4.265342, 2.357737, 6.558499], [3.899090, 1.073035, 5.815101], [5.204856, 0.410330, 5.349906], [3.197325, 0.131987, 6.806977], [2.987201, 1.346693, 4.618086], [2.583422, 0.299422, 3.786663], [1.764053, 0.514027, 2.695237], [1.279509, -0.945911, 1.545410], [2.904269, -1.078736, 0.524027], [3.959522, -1.859690, 0.962677], [5.154576, -1.935175, 0.250086], [5.222535, -1.195866, -0.935150], [4.190559, -0.403091, -1.425524], [2.956791, -0.314406, -0.693392], [1.959367, 0.377233, -1.077457], [4.325709, 0.375944, -2.737554], [3.254991, -0.098897, -3.734298], [5.694635, 0.188180, -3.389467], [4.136648, 1.878610, -2.473305], [6.305387, -2.799331, 0.770844], [7.531393, -2.728963, -0.139675], [6.728415, -2.326140, 2.169847], [5.864573, -4.269706, 0.861077], [1.242515, 1.808645, 2.352003], [0.464494, 1.986025, 1.361443], [1.678139, 2.884332, 3.205651], [2.509399, 2.618544, 4.289992], [1.193236, 4.304749, 2.894495], [1.782270, 5.344280, 3.844224], [1.593714, 4.697624, 1.460799], [-0.339141, 4.357624, 3.019172], [4.917960, 2.119172, 7.405316], [3.375241, 2.861947, 6.947878], [4.795485, 3.057980, 5.905136], [5.867479, 0.211285, 6.202703], [5.728433, 1.060767, 4.643642], [5.010809, -0.537376, 4.840997], [3.839230, -0.078374, 7.673144], [2.942667, -0.817381, 6.328485], [2.267436, 0.585474, 7.162742], [2.921012, -0.716875, 3.973205], [3.834415, -2.407700, 1.892188], [6.138332, -1.241265, -1.507949], [3.354036, -1.175169, -3.911749], [3.367350, 0.421820, -4.695096], [2.256669, 0.100376, -3.340629], [5.875570, -0.857332, -3.659263], [6.505957, 0.521916, -2.734516], [5.733815, 0.783511, -4.306549], [3.159137, 2.059918, -2.026370], [4.212900, 2.440779, -3.413128], [4.908161, 2.243095, -1.787399], [7.902103, -1.703742, -0.231062], [7.305150, -3.100939, -1.143378], [8.333861, -3.345346, 0.278720], [7.054472, -1.282814, 2.133703], [7.552626, -2.938638, 2.558624], [5.895584, -2.385946, 2.875106], [5.546605, -4.628288, -0.121664], [5.019854, -4.384811, 1.544965], [6.686056, -4.904961, 1.218786], [2.814320, 3.454006, 4.908842], [2.876782, 5.341158, 3.814006], [1.465431, 5.180729, 4.880367], [1.437165, 6.338352, 3.540944], [2.684032, 4.681294, 1.354151], [1.239639, 5.712111, 1.232602], [1.168248, 3.990915, 0.748191], [-0.644326, 4.105397, 4.040590], [-0.778999, 3.633038, 2.331445], [-0.717804, 5.361252, 2.780617], [-2.834518, 1.349674, 0.888917], [-3.068321, 2.738833, 0.471481], [-2.656874, 2.945765, -0.978899], [-1.195769, 3.092867, -1.078986], [-2.544665, 1.317418, 1.858666], [-2.039240, 0.962959, 0.385286], [-2.505200, 3.460183, 1.076521], [-4.129958, 2.976432, 0.587094], [-3.199212, 3.807074, -1.383977], [-2.965515, 2.079152, -1.566115], [-0.912606, 4.037806, -0.864859], [-0.831441, 2.822743, -1.988521], [0.800783, -3.243505, -7.774670], [0.248143, -2.402209, -6.652894], [-0.745352, -1.457311, -6.889994], [-1.236785, -0.667102, -5.858425], [-0.725036, -0.822121, -4.579494], [0.267366, -1.760843, -4.317138], [0.741232, -2.544275, -5.357109], [-1.315069, 0.226106, -3.272210], [-2.541760, 0.813460, -3.783141], [-0.225591, 1.158579, -3.021250], [-1.498139, -0.633238, -1.975604], [-2.560747, -1.525754, -1.850860], [-3.442732, -1.929513, -2.843078], [-4.470323, -2.860812, -2.591086], [-4.648810, -3.421117, -1.359651], [-3.762096, -3.060608, -0.316031], [-3.854018, -3.601272, 0.987425], [-2.951622, -3.237592, 1.942832], [-1.931222, -2.323871, 1.594437], [-1.824996, -1.791933, 0.407769], [-2.723794, -2.129189, -0.550595], [0.147765, -3.215966, -8.649299], [0.916424, -4.284405, -7.465910], [1.786676, -2.882811, -8.082322], [-1.144765, -1.341179, -7.893031], [-2.019682, 0.062855, -6.027299], [0.662346, -1.881726, -3.311698], [1.514237, -3.280801, -5.154847], [-3.362270, -1.497870, -3.829842], [-5.134531, -3.130429, -3.403669], [-5.442412, -4.136690, -1.169679], [-4.644992, -4.312829, 1.203729], [-2.997839, -3.643988, 2.946675], [-1.177352, -2.032714, 2.323243], [0.616414, -2.862682, -1.306423], [-0.097276, -2.202538, -1.266446], [1.275716, -2.515365, -0.688382]], "forces_ev_per_a": [[-0.8, 0.3, 0.6], [0.0, 0.1, 0.1], [0.0, 0.0, 0.0], [0.0, 0.0, 0.0], [0.0, 0.0, 0.0], [0.0, -0.1, -0.1], [0.0, 0.1, 0.0], [-0.1, 0.1, -0.1], [0.3, -0.2, 0.4], [0.0, 0.0, -0.1], [0.0, 0.1, -0.1], [0.0, 0.0, 0.0], [-0.1, 0.1, 0.0], [0.1, -0.1, 0.0], [-0.1, -0.1, 0.2], [1.5, -0.5, -0.4], [-0.1, 0.0, 0.1], [-0.1, 0.0, 0.0], [0.1, 0.0, 0.0], [0.0, 0.0, 0.0], [-0.1, 0.0, 0.0], [0.1, 0.0, 0.0], [0.0, 0.0, 0.0], [0.0, 0.0, 0.0], [0.1, -0.1, 0.0], [-0.1, 0.1, 0.2], [0.0, 0.0, 0.1], [0.0, 0.1, -0.1], [-0.1, -0.1, -0.1], [0.0, 0.1, 0.1], [0.1, 0.0, 0.0], [0.0, 0.0, 0.0], [0.0, 0.0, 0.0], [0.1, 0.0, 0.0], [0.0, -0.1, 0.1], [0.0, 0.0, -0.1], [0.0, 0.0, 0.0], [0.0, 0.1, 0.0], [0.0, 0.0, -0.1], [0.0, 0.1, 0.0], [0.0, 0.0, 0.0], [0.0, 0.0, 0.0], [0.0, 0.0, 0.0], [0.0, 0.0, 0.0], [0.0, 0.0, 0.0], [0.0, 0.0, 0.1], [0.1, 0.0, 0.0], [0.0, 0.0, 0.0], [0.0, 0.0, 0.0], [0.0, 0.0, 0.0], [0.1, 0.0, 0.0], [0.0, 0.0, 0.1], [0.0, 0.0, 0.0], [0.0, -0.1, 0.0], [0.0, 0.0, 0.1], [0.0, 0.0, 0.0], [0.0, -0.1, 0.0], [-0.1, 0.0, 0.0], [0.1, 0.0, 0.0], [0.0, 0.0, 0.0], [0.0, 0.0, 0.0], [-0.1, 0.1, 0.0], [0.0, -0.1, 0.0], [-0.1, 0.0, 0.0], [0.0, 0.0, -0.1], [0.0, 0.0, 0.0], [-0.1, 0.0, 0.0], [0.0, -0.1, 0.0], [0.0, 0.0, 0.0], [0.0, 0.0, 0.0], [0.0, 0.0, 0.1], [0.0, -0.1, 0.0], [0.0, 0.1, 0.0], [0.2, -0.2, 0.0], [0.2, 0.0, 0.0], [-0.4, -0.2, -0.2], [0.0, 0.0, 0.0], [-0.2, 0.0, 0.1], [0.0, 0.0, 0.0], [-0.1, 0.0, 0.0], [0.0, 0.1, -0.1], [0.0, 0.0, 0.0], [0.1, 0.0, 0.1], [-0.2, 0.2, 0.0], [0.0, 0.0, 0.0], [0.0, 0.0, 0.0], [0.0, 0.0, 0.0], [0.0, -0.1, 0.0], [0.1, -0.1, -0.1], [0.0, 0.1, 0.0], [0.0, 0.0, 0.0], [-0.2, 0.1, -0.1], [0.0, 0.1, -0.1], [-0.2, -0.1, -0.2], [-0.4, -0.3, 0.0], [0.2, 0.2, -0.1], [0.0, 0.1, 0.0], [0.1, 0.1, 0.0], [0.0, 0.0, 0.0], [0.0, 0.0, 0.1], [0.0, 0.0, 0.0], [0.0, 0.0, 0.0], [-0.1, 0.0, 0.0], [-0.2, 0.0, 0.1], [0.1, -0.1, 0.1], [0.0, 0.0, 0.0], [0.0, 0.0, 0.0], [0.0, 0.0, 0.0], [0.0, 0.0, 0.0], [0.1, 0.0, 0.0], [-0.1, 0.0, -0.1], [-0.1, 0.0, 0.0], [0.0, 0.0, 0.0], [0.0, 0.0, 0.0], [0.0, 0.0, 0.0], [0.0, 0.0, 0.0], [0.0, 0.0, 0.0], [-0.1, 0.0, -0.1], [0.0, 0.0, 0.1], [0.2, 0.0, 0.1], [0.0, 0.0, -0.2]]}